Density functional theory data (wB97M-V/def2-TZVPD) for a cluster of 2 separate species, C17H17NO6S in total.

Last column: Löwdin charge in e.
Geometry (Å):
1 O -4.621 3.972 -1.051  0.13
2 C -3.748 3.534 -1.750  -0.40
3 N -3.838 3.418 -3.198  0.04
4 C -2.399 3.310 -3.545  -0.73
5 S -2.186 2.911 -5.279  0.79
6 C -1.833 2.327 -2.526  -0.16
7 C -2.404 2.954 -1.244  -0.20
8 C -1.550 3.968 -0.502  -0.14
9 O -0.793 3.413 0.564  -0.05
10 C -0.074 2.281 0.265  -0.31
11 C 1.067 2.357 -0.525  -0.02
12 C 1.777 1.200 -0.813  -0.07
13 C 1.361 -0.025 -0.303  -0.09
14 C 0.240 -0.086 0.512  -0.08
15 C -0.485 1.067 0.794  0.00
16 H -4.225 2.478 -3.326  0.13
17 H -1.982 4.281 -3.266  0.11
18 H -0.963 2.396 -5.128  -0.14
19 H -0.748 2.271 -2.620  0.11
20 H -2.238 1.325 -2.673  0.13
21 H -2.724 2.178 -0.545  0.15
22 H -0.892 4.515 -1.189  0.13
23 H -2.208 4.703 -0.036  0.14
24 H 1.383 3.324 -0.899  0.12
25 H 2.657 1.261 -1.441  0.11
26 H 1.912 -0.926 -0.542  0.10
27 H -0.079 -1.039 0.918  0.09
28 H -1.361 1.037 1.428  0.12
29 O 3.270 -6.040 4.648  0.11
30 C 2.796 -5.323 3.787  -0.31
31 C 2.738 -3.878 3.857  0.07
32 C 2.181 -3.194 2.848  -0.23
33 O 2.100 -1.872 2.830  0.12
34 C 1.599 -3.886 1.635  -0.30
35 O 1.088 -3.185 0.778  0.09
36 C 1.679 -5.329 1.554  0.07
37 C 2.241 -6.011 2.562  -0.24
38 O 2.361 -7.328 2.587  0.12
39 H 3.154 -3.393 4.728  0.14
40 H 1.674 -1.608 1.993  0.08
41 H 1.275 -5.814 0.677  0.14
42 H 2.798 -7.544 3.435  0.12

Kohn-Sham gap = 7.8 eV
Spin multiplicity = 1
Relative energy (zero: lowest compared OMol25 entry of this formula, charge and spin) = 65.05 kcal/mol
LUMO level = -1.59 eV
DFT total energy = -42514.0002 eV
SMILES = O=C1N[C@H](S)C[C@H]1COc1ccccc1.O=C1C=C(O)C(=O)C=C1O
Maximum force = 1.0 eV Å⁻¹

---

Density functional theory data (wB97M-V/def2-TZVPD) for a structure of composition C17H18AsF3N3O8PdS in a non-equilibrium geometry.

Last column: Mulliken spin population.
Geometry (Å):
1 Pd -0.563 0.834 0.136  0.61
2 O -4.058 -0.148 -2.046  0.00
3 As -2.599 -1.075 -1.553  0.03
4 O -2.846 -1.660 -0.027  0.00
5 O -1.143 -0.005 -1.530  0.04
6 C -2.186 -2.276 -3.020  0.21
7 C -3.172 -2.549 -3.948  -0.09
8 C -2.744 -3.110 -5.172  0.30
9 C -1.382 -3.395 -5.417  -0.10
10 C -0.488 -3.346 -4.364  0.21
11 C -0.859 -2.879 -3.074  0.05
12 S 2.467 -0.596 -2.610  0.07
13 O -0.164 -2.997 -2.036  0.38
14 O 3.628 0.238 -2.283  0.02
15 O 2.277 -0.880 -4.027  0.03
16 H -4.326 0.556 -1.424  0.00
17 H -4.172 -2.242 -3.699  0.00
18 H -3.461 -3.246 -6.012  0.02
19 H -1.071 -3.656 -6.401  0.00
20 H 0.565 -3.599 -4.570  0.00
21 C 3.331 1.985 0.651  0.03
22 N 2.760 2.622 -0.536  -0.01
23 C 3.506 3.505 -1.451  0.01
24 C 1.529 2.357 -0.788  0.12
25 N 0.401 2.230 -1.151  -0.03
26 H 3.915 2.696 1.239  0.00
27 H 4.022 1.168 0.288  0.00
28 H 2.506 1.618 1.292  -0.01
29 H 4.144 4.196 -0.867  0.00
30 H 2.779 4.088 -2.030  0.00
31 H 4.120 2.971 -2.196  0.00
32 N -0.440 -1.016 1.042  0.08
33 C -0.397 -1.006 2.497  -0.01
34 C 0.693 -1.297 3.271  0.02
35 C 0.500 -1.121 4.687  -0.01
36 C -0.660 -0.588 5.204  0.01
37 C -1.762 -0.428 4.366  -0.01
38 C -1.660 -0.566 3.005  0.01
39 H 0.301 -1.481 0.543  0.00
40 H -1.369 -1.505 0.745  -0.02
41 H 1.665 -1.604 2.872  0.00
42 H 1.334 -1.339 5.339  0.00
43 H -0.856 -0.334 6.236  0.00
44 H -2.749 -0.093 4.708  0.00
45 H -2.447 -0.222 2.304  0.00
46 F 0.357 2.082 4.592  0.00
47 C 0.450 3.038 3.577  0.00
48 F -0.163 4.092 4.073  0.00
49 F 1.743 3.263 3.403  0.00
50 C -0.250 2.460 2.332  -0.01
51 O -1.431 2.733 2.111  0.00
52 O 0.426 1.530 1.717  0.04

Kohn-Sham gap (spin up / spin down) = 3.2 / 4.1 eV
Spin multiplicity = 3
Relative energy (zero: lowest compared OMol25 entry of this formula, charge and spin) = 63.40 kcal/mol
<S²> = 2.063
LUMO level (spin up / spin down) = 1.33 / -0.10 eV
DFT total energy = -122075.5954 eV
Net charge = -1
Maximum force = 5.5 eV Å⁻¹

---

Density functional theory data (wB97M-V/def2-TZVPD) for a structure of composition C17H18BCeN7O2S2 in a non-equilibrium geometry.

Last column: Löwdin charge in e.
Geometry (Å):
1 H 0.457 3.406 0.344  0.12
2 N 0.548 1.954 -1.194  0.11
3 B 0.882 0.605 -3.310  -0.43
4 N 0.968 1.918 -2.478  0.03
5 C 1.389 3.149 -2.805  0.02
6 Ce -0.643 -1.424 -0.409  1.18
7 H 1.773 3.345 -3.794  0.15
8 C 1.221 3.980 -1.700  0.02
9 H 1.463 5.022 -1.635  0.12
10 C 0.693 3.187 -0.686  0.00
11 H 1.215 0.785 -4.445  0.14
12 C -1.419 -3.592 -0.297  -0.26
13 H -2.089 -3.806 0.545  0.04
14 H -0.634 -4.349 -0.412  0.04
15 H -1.996 -3.509 -1.242  0.03
16 N -0.604 0.163 -3.253  0.05
17 N 1.821 -0.450 -2.641  0.00
18 N -1.161 -0.272 -2.044  -0.23
19 N 1.461 -1.108 -1.472  -0.11
20 C -1.541 0.138 -4.209  0.03
21 C 3.060 -0.828 -3.007  0.00
22 H -1.280 0.415 -5.220  0.16
23 H 3.503 -0.419 -3.907  0.15
24 C -2.757 -0.266 -3.653  0.04
25 C 3.547 -1.737 -2.066  0.01
26 C -2.512 -0.491 -2.295  -0.05
27 C 2.533 -1.880 -1.108  -0.06
28 H -3.694 -0.373 -4.174  0.13
29 H 4.506 -2.221 -2.075  0.12
30 H -3.187 -0.775 -1.494  0.14
31 H 2.506 -2.483 -0.206  0.12
32 H 0.179 1.131 -0.711  0.11
33 O -1.874 1.954 1.811  -0.26
34 S -0.643 1.359 2.276  0.69
35 O 0.596 2.096 2.129  -0.27
36 N -0.483 -0.152 1.576  -0.30
37 C -0.267 -1.157 2.488  -0.71
38 S 0.166 -2.688 1.963  0.86
39 C -0.482 -0.709 3.851  -0.21
40 C -0.489 -1.440 5.048  0.02
41 C -0.742 -0.780 6.249  -0.01
42 C -0.970 0.607 6.265  0.00
43 C -0.954 1.344 5.074  0.00
44 C -0.732 0.663 3.886  -0.21
45 H -0.302 -2.512 4.997  0.12
46 H -0.763 -1.339 7.184  0.13
47 H -1.160 1.116 7.209  0.13
48 H -1.110 2.420 5.047  0.14

Kohn-Sham gap (spin up / spin down) = 7.3 / 7.3 eV
Spin multiplicity = 1
Relative energy (zero: lowest compared OMol25 entry of this formula, charge and spin) = 0.44 kcal/mol
LUMO level (spin up / spin down) = -7.75 / -7.74 eV
DFT total energy = -67707.2953 eV
Net charge = +2
Maximum force = 5.9 eV Å⁻¹

---

Density functional theory data (wB97M-V/def2-TZVPD) for a structure of composition C17H18BCsN12.

Last column: Löwdin charge in e.
Geometry (Å):
1 Cs 0.583 0.314 -0.463  1.07
2 C 0.548 -1.936 4.248  -0.07
3 C 0.287 -1.950 2.874  -0.19
4 N 0.760 -0.867 2.273  -0.06
5 N 1.336 -0.121 3.247  -0.04
6 C 1.218 -0.746 4.432  -0.10
7 B 1.981 1.278 3.040  -0.53
8 N 0.950 2.372 2.646  -0.05
9 C 0.577 3.422 3.398  -0.10
10 C -0.374 4.146 2.712  -0.08
11 C -0.522 3.437 1.515  -0.19
12 N 0.272 2.376 1.478  -0.11
13 N 3.216 1.249 2.107  -0.05
14 C 4.478 1.556 2.452  -0.10
15 C 5.289 1.408 1.349  -0.08
16 C 4.403 0.993 0.347  -0.19
17 N 3.163 0.899 0.804  -0.08
18 H 0.288 -2.670 4.989  0.09
19 H -0.235 -2.695 2.291  0.08
20 H 1.630 -0.287 5.314  0.11
21 H 2.391 1.604 4.128  0.11
22 H 1.029 3.571 4.364  0.11
23 H -0.878 5.041 3.031  0.09
24 H -1.167 3.645 0.673  0.09
25 H 4.700 1.858 3.462  0.11
26 H 6.349 1.574 1.280  0.08
27 H 4.613 0.759 -0.686  0.09
28 N -0.076 -3.457 -0.651  0.17
29 C -0.986 -3.177 -1.605  -0.45
30 N -1.657 -4.199 -2.129  0.17
31 C -2.537 -3.851 -3.071  -0.44
32 N -3.225 -4.843 -3.661  0.16
33 N -2.759 -2.602 -3.516  0.17
34 C -2.027 -1.678 -2.911  -0.29
35 N -1.132 -1.886 -1.960  0.10
36 C -2.240 -0.258 -3.350  -0.21
37 C -3.137 0.034 -4.368  -0.01
38 C -3.304 1.360 -4.737  -0.05
39 C -2.578 2.338 -4.080  -0.05
40 C -1.706 1.944 -3.073  -0.14
41 N -1.539 0.677 -2.715  0.02
42 H -0.014 -4.397 -0.302  0.11
43 H 0.382 -2.729 -0.126  0.05
44 H -3.030 -5.789 -3.389  0.10
45 H -3.845 -4.640 -4.422  0.10
46 H -3.682 -0.764 -4.847  0.11
47 H -3.996 1.622 -5.526  0.11
48 H -2.676 3.386 -4.329  0.11
49 H -1.121 2.681 -2.532  0.10

Kohn-Sham gap = 8.2 eV
Spin multiplicity = 1
Relative energy (zero: lowest compared OMol25 entry of this formula, charge and spin) = 1.25 kcal/mol
LUMO level = -0.17 eV
DFT total energy = -37030.9302 eV
Maximum force = 0.6 eV Å⁻¹

---

Density functional theory data (wB97M-V/def2-TZVPD) for a structure of composition C17H18BFeN7O3S in a non-equilibrium geometry.

Last column: Mulliken spin population.
Geometry (Å):
1 C 2.936 -0.267 -0.100  0.02
2 N 1.670 -0.207 -0.568  -0.07
3 N 1.745 0.050 -1.931  0.00
4 C 3.029 0.116 -2.297  0.00
5 C 3.816 -0.070 -1.175  0.00
6 B 0.459 0.239 -2.783  -0.03
7 N -0.456 -0.948 -2.369  0.02
8 N -0.748 -1.334 -1.052  -0.04
9 C -1.562 -2.438 -1.118  0.01
10 C -1.756 -2.754 -2.465  0.01
11 C -1.045 -1.816 -3.196  0.04
12 Fe -0.104 -0.766 0.579  2.97
13 N -0.176 1.627 -2.433  0.10
14 N -0.510 1.832 -1.131  0.21
15 C -1.016 3.050 -1.020  0.10
16 C -1.006 3.690 -2.287  0.30
17 C -0.449 2.739 -3.157  0.29
18 H -1.360 3.414 -0.049  0.01
19 H -0.223 2.757 -4.215  0.00
20 H -1.335 4.678 -2.495  -0.01
21 H 0.735 0.206 -3.945  0.00
22 H -0.883 -1.705 -4.256  0.00
23 H 3.286 0.246 -3.330  0.00
24 H -2.330 -3.572 -2.849  0.00
25 H 4.873 -0.079 -1.124  0.00
26 H -1.972 -2.894 -0.228  0.00
27 H 3.164 -0.406 0.955  0.00
28 H -1.790 0.135 0.745  0.02
29 C -1.788 -0.776 1.439  -0.03
30 H -2.650 -1.349 1.106  0.00
31 H -0.950 -1.639 1.393  -0.06
32 H -1.757 -0.412 2.466  0.01
33 O 1.374 -1.778 2.893  0.03
34 C 1.256 -0.538 2.985  -0.01
35 N 0.787 0.250 1.943  0.08
36 S 0.913 1.945 2.154  -0.01
37 O 2.008 2.489 1.390  0.00
38 O -0.386 2.563 2.100  0.01
39 C 1.428 1.687 3.821  0.01
40 C 1.655 2.674 4.774  0.00
41 C 1.968 2.267 6.078  0.01
42 C 2.051 0.903 6.399  0.00
43 C 1.853 -0.067 5.421  0.00
44 C 1.551 0.339 4.124  0.00
45 H 1.585 3.723 4.507  0.00
46 H 2.138 3.010 6.857  0.00
47 H 2.267 0.601 7.422  0.00
48 H 1.907 -1.132 5.626  0.00

Kohn-Sham gap (spin up / spin down) = 6.3 / 4.7 eV
Spin multiplicity = 5
Relative energy (zero: lowest compared OMol25 entry of this formula, charge and spin) = 3.42 kcal/mol
<S²> = 6.065
LUMO level (spin up / spin down) = -8.78 / -10.43 eV
DFT total energy = -80373.9915 eV
Net charge = +2
Maximum force = 9.4 eV Å⁻¹